(1)
Here is a 2-piece molecular cluster, C23H51F6N2O5PS2Si overall in a non-equilibrium geometry from the OMol25 dataset. Energies are from ωB97M-V/def2-TZVPD.

Values from the calculation:
Gap between HOMO and LUMO = 7.17 eV
E = -3418.55296 hartree
Highest occupied orbital energy = -0.3138 hartree
LUMO energy = -1.367 eV

```
91
Properties=species:S:1:pos:R:3:forces:R:3:mulliken_charge:R:1
C -3.1747 -6.4174 2.8308 -0.122 -1.287 -0.168 -0.539
O -1.9507 -5.7107 3.2593 -1.734 1.440 -1.191 -0.364
C -2.0450 -4.3049 2.8338 -1.005 0.974 -1.105 -0.595
C -2.1523 -4.1253 1.1766 -0.599 -0.380 0.576 -0.285
C -1.0370 -5.0060 0.3587 0.413 -0.493 -0.062 -0.543
C 0.1619 -4.1145 -0.3398 -0.496 1.412 0.071 0.437
C 0.2343 -4.2353 -1.9744 0.848 -1.305 0.210 -0.557
C -1.2048 -4.0921 -2.7459 0.847 0.406 -0.701 -0.772
C -2.1463 -2.8489 -2.2416 -1.228 -0.323 -0.344 0.184
C -2.1034 -1.5136 -3.1912 -0.260 0.067 0.375 -0.992
C -0.6098 -0.9062 -3.4771 0.113 1.765 -0.208 0.115
C -0.6292 0.7626 -3.6074 -0.958 -2.268 -4.718 -1.016
N 0.0737 1.3263 -2.3511 -2.253 -0.064 -3.339 0.995
C -1.1085 1.3598 -1.3881 -2.273 -0.466 3.675 -0.703
C -0.8150 2.0885 0.0462 -0.726 -0.002 1.258 0.045
C -1.5498 3.5829 0.2017 0.227 -0.103 0.681 -0.269
C -2.6798 3.6088 1.4140 0.495 0.795 0.194 -0.872
C -1.9809 3.7457 2.9138 0.063 -0.684 -0.623 -0.197
N -2.7940 2.8961 3.8669 1.043 0.883 1.442 -0.665
C 0.3533 2.7328 -2.7929 -0.476 2.330 -1.080 -0.345
S 1.9367 3.5159 -2.2003 1.234 9.595 3.190 0.844
O 1.9810 3.8429 -0.6715 -0.400 -3.267 -5.006 -0.412
O 2.0006 4.9309 -2.9026 -0.606 -6.051 1.135 -0.591
C 1.1624 0.3013 -2.1773 0.300 -5.169 1.348 -0.397
S 2.5231 0.1754 -3.5138 -0.049 0.254 -0.008 -0.049
C 1.7721 -0.0443 -0.6882 1.182 -0.488 0.184 -0.177
C 3.0893 0.8231 -0.2530 0.194 1.298 0.664 0.078
O 4.1472 0.0440 0.4333 -2.719 0.120 0.588 -0.660
Si 3.6244 -0.5618 1.9929 1.446 -1.143 0.824 0.541
C 2.7462 0.7183 3.1297 -0.538 1.129 -0.576 -0.506
C 5.2667 -1.0726 2.9431 0.821 1.033 0.026 -1.003
C 2.6161 -2.2392 1.8362 0.610 -0.466 -0.031 -0.687
O 0.4437 -0.9900 -2.4547 -1.084 0.962 0.734 -0.354
H -3.2258 -7.4103 3.4642 0.131 2.119 -1.219 0.235
H -4.1606 -5.8073 2.9941 1.934 -0.916 -0.166 0.277
H -3.1261 -6.7469 1.6916 0.007 0.830 2.270 0.164
H -1.1694 -3.6182 3.2087 -1.420 -1.954 -0.466 0.280
H -3.0523 -3.8451 3.2532 1.982 -0.862 -0.648 0.351
H -2.1022 -2.9655 0.9900 0.133 -2.222 0.211 0.089
H -3.2457 -4.4592 0.8337 2.396 0.710 0.774 0.277
H -1.6105 -5.6672 -0.4504 1.370 1.473 1.680 0.240
H -0.4932 -5.7634 1.0926 -1.437 1.561 -1.405 0.314
H 1.2193 -4.2858 0.1845 -2.358 0.136 -1.375 0.411
H -0.1059 -2.9757 -0.1049 0.676 -2.257 -0.448 -0.462
H 0.6253 -5.3393 -2.2060 -0.831 2.316 0.383 0.391
H 1.0879 -3.5231 -2.4047 -2.075 -1.309 0.983 0.014
H -1.7395 -5.1482 -2.7348 0.874 2.452 0.189 0.348
H -0.9535 -3.8754 -3.8912 -0.562 -0.591 2.339 0.372
H -3.2710 -3.2473 -2.2824 2.369 1.022 0.139 0.322
H -1.9717 -2.5043 -1.1371 -0.073 -0.866 -2.144 -0.444
H -2.7960 -0.6951 -2.6697 1.620 -1.679 -1.097 0.301
H -2.6031 -1.6974 -4.2570 1.263 0.228 2.251 0.354
H -0.1201 -1.4095 -4.4180 -1.259 1.183 1.533 0.551
H -0.0427 0.8695 -4.6417 -0.527 0.474 2.776 0.372
H -1.6659 1.2594 -3.9081 2.164 -1.016 1.498 0.360
H -1.5288 0.2729 -1.1293 1.512 2.189 -1.058 -0.303
H -2.0426 1.9281 -1.8677 2.495 -1.164 0.634 0.690
H 0.3276 2.1170 0.3614 -2.361 0.144 -1.050 -0.237
H -1.3402 1.4248 0.8888 1.149 1.136 -1.944 0.367
H -2.0757 3.9208 -0.8099 1.268 -0.646 2.017 0.366
H -0.7022 4.3231 0.5231 -1.801 -1.091 -1.047 0.140
H -3.3844 2.6741 1.4281 1.388 1.654 -0.117 0.261
H -3.3472 4.5730 1.2871 1.294 -2.031 0.047 0.313
H -2.0203 4.8536 3.3014 0.324 -2.226 -1.041 0.402
H -0.8801 3.3207 2.9146 -1.912 1.287 -0.310 0.099
H -2.7137 3.3892 4.8051 -0.290 -1.086 -1.442 0.263
H -2.3537 1.9591 4.0186 -0.422 1.209 -0.317 0.221
H -0.5379 3.4164 -2.3876 2.400 -1.180 -0.511 0.236
H 0.3238 2.9003 -3.9749 0.443 -0.725 2.673 0.376
H 3.1267 2.8617 -2.6558 -1.632 -0.166 0.369 0.120
H 2.5628 -1.2102 -3.8629 -0.725 1.682 0.988 0.224
H 0.9907 -0.0225 0.1823 1.137 0.140 -1.945 0.241
H 2.1373 -1.1802 -0.7573 -0.914 2.522 -0.224 0.398
H 2.7357 1.6429 0.5029 0.603 -1.276 -1.662 0.124
H 3.6286 1.3870 -1.1367 -1.204 -1.409 1.644 -0.007
H 3.5301 1.5618 3.4148 -1.777 -1.751 -0.415 0.264
H 2.2859 0.1955 4.0783 0.934 1.156 -1.917 0.371
H 1.8938 1.2347 2.4729 1.551 -0.925 1.766 -0.103
H 5.0841 -1.1047 4.1161 0.365 -0.222 -2.530 0.287
H 6.0230 -0.1664 2.7655 -1.424 -2.015 0.394 0.248
H 5.7540 -2.0472 2.5165 -0.892 1.802 1.037 0.267
H 1.4919 -2.0720 1.5585 2.104 -0.725 0.556 0.058
H 2.7732 -2.8056 2.8710 -0.681 1.244 -2.143 0.393
H 3.2109 -2.8948 1.0401 -1.556 1.307 1.479 0.221
F -0.0112 6.2737 0.3165 0.605 -5.551 2.720 -0.139
P 0.4882 7.7331 0.0946 0.588 1.040 -0.117 0.691
F -0.6133 7.4914 -0.9810 -3.573 2.068 -4.080 -0.348
F 0.2121 7.9962 1.6054 -0.648 -2.391 5.342 -0.347
F 1.9122 7.2458 0.4988 3.311 -2.349 4.143 -0.315
F -0.0051 9.2083 0.1864 -0.746 4.959 -2.685 -0.327
F 1.4353 8.1817 -1.0588 0.400 2.057 -5.329 -0.324
```
Positions in Å, forces in eV/Å.

(2)
Here is a 5-piece molecular cluster, C23H51O12P2S overall in a non-equilibrium geometry from the OMol25 dataset. Energies are from ωB97M-V/def2-TZVPD.

Values from the calculation:
Gap between HOMO and LUMO = 9.14 eV
E = -2890.57508 hartree
Total charge = +1
Highest occupied orbital energy = -0.4315 hartree
LUMO energy = -2.601 eV

```
89
Properties=species:S:1:pos:R:3:forces:R:3:mulliken_charge:R:1
C -5.2247 0.2090 -4.1014 0.467 0.365 -0.018 -0.924
C -4.2430 0.8153 -5.1105 -0.971 -0.251 0.557 -0.342
O -2.9864 1.0702 -4.4526 0.063 -0.384 -0.432 -0.275
C -1.8905 1.0499 -5.2860 -0.157 0.717 0.427 -0.905
S -0.4802 0.1214 -4.5682 0.304 -0.790 0.171 0.311
P -0.3776 0.9166 -2.6084 0.244 1.674 0.085 -0.092
P -2.1390 0.3271 -1.4693 -0.679 -1.727 0.201 0.791
O -2.8268 -0.8701 -1.9392 -0.189 -0.265 -0.654 -0.606
O -1.5376 0.1086 0.0001 -0.189 0.840 -0.016 -0.269
O -3.1795 1.5298 -1.3579 0.775 0.501 0.519 -0.477
C -0.8275 -1.7025 -4.6457 -0.581 -0.502 -0.468 0.809
C -2.2742 -2.0087 -4.9585 -0.418 0.307 0.178 -1.613
C -0.2613 -2.4585 -3.4731 1.192 0.199 0.515 -0.605
C 1.2948 -2.3435 -3.3616 -1.374 0.301 0.173 -0.683
H -4.7038 0.0824 -3.1636 0.095 -0.180 0.267 0.160
H -5.5867 -0.7609 -4.4167 -0.171 -0.103 -0.076 0.289
H -6.0445 0.8923 -3.9174 -0.275 -0.064 -0.056 0.318
H -4.6743 1.7449 -5.4706 0.342 0.279 -0.218 0.411
H -4.1220 0.1391 -5.9522 0.345 -0.026 -0.147 0.337
H -1.4886 2.0575 -5.3934 0.296 0.075 -0.017 0.512
H -2.0829 0.6652 -6.2845 0.051 -0.353 -0.056 0.554
H 0.6928 0.1982 -1.9913 -0.443 -0.346 -0.230 0.303
H -2.3024 -0.0553 0.5852 0.430 -0.172 0.142 0.327
H -2.9087 2.1487 -0.6562 -0.262 0.084 -0.365 0.338
H -0.2403 -2.0141 -5.5064 0.318 0.340 -0.215 0.294
H -2.6014 -1.5522 -5.8871 0.032 -0.002 -0.259 0.382
H -2.9571 -1.6925 -4.1768 0.047 -0.036 0.246 0.133
H -2.3588 -3.0831 -5.0777 -0.011 -0.192 -0.036 0.578
H -0.7081 -2.1809 -2.5231 -0.421 0.042 -0.036 0.065
H -0.4946 -3.5009 -3.6600 -0.354 -0.143 -0.027 0.486
H 1.5312 -1.9241 -2.3893 0.317 -0.270 -0.294 0.075
H 1.7024 -3.3383 -3.4630 0.467 -0.032 -0.132 0.399
H 1.6373 -1.7010 -4.1672 0.455 -0.191 0.174 0.222
O 1.6362 -0.7559 -0.8275 0.264 0.138 0.608 -0.666
C 1.8959 -0.8762 0.3571 -0.365 0.081 0.155 0.712
O 2.4395 -2.0099 0.7607 0.375 -0.027 -0.291 -0.334
C 2.9569 -2.1996 2.0920 -0.090 -0.232 0.448 -0.605
C 1.8517 -2.6103 3.0370 -0.080 0.101 -0.154 -0.330
C 1.5238 0.1815 1.3611 0.357 0.297 -0.118 -1.222
H 3.4861 -1.3102 2.4332 -0.060 0.090 -0.092 0.366
H 3.7022 -2.9871 2.0031 -0.041 -0.014 -0.221 0.346
H 1.0935 -1.8337 3.1217 0.050 -0.069 0.132 -0.102
H 2.2488 -2.8111 4.0313 0.012 0.007 0.005 0.290
H 1.3547 -3.5091 2.6716 0.077 -0.054 0.018 0.279
H 0.5071 -0.0028 1.7053 0.023 -0.056 0.066 0.186
H 1.5615 1.1514 0.8688 -0.130 -0.048 -0.086 0.344
H 2.1918 0.2278 2.2154 -0.094 -0.123 0.101 0.446
O -0.5572 -0.9099 4.3357 -0.001 0.063 -0.057 -0.626
C -0.3397 -1.0440 5.5155 -0.372 0.089 0.184 0.918
O 0.1735 -2.2120 5.9366 0.247 -0.092 -0.222 -0.351
C 0.6608 -2.4177 7.2698 -0.034 -0.050 0.284 -0.425
C -0.4443 -2.8379 8.2146 -0.152 0.050 -0.085 -1.036
C -0.7037 0.0103 6.5275 0.254 -0.049 -0.148 -1.117
H 1.1959 -1.5369 7.6250 -0.064 0.054 -0.029 0.399
H 1.3951 -3.2173 7.1843 -0.021 -0.010 -0.141 0.351
H -1.2025 -2.0617 8.3146 0.049 0.048 0.056 0.268
H -0.0382 -3.0514 9.2031 0.020 -0.004 -0.005 0.370
H -0.9414 -3.7323 7.8393 0.059 -0.042 0.013 0.321
H -1.7358 -0.1464 6.8418 0.001 -0.045 0.009 0.298
H -0.6223 0.9826 6.0556 -0.113 -0.005 -0.083 0.220
H -0.0574 0.0301 7.3956 -0.093 -0.044 0.097 0.423
O 2.1402 -2.0585 -6.1743 -0.076 0.158 -0.447 -0.545
C 2.4446 -1.2969 -7.0594 0.352 -0.018 0.036 0.788
O 2.4411 -1.7419 -8.3208 -0.300 -0.139 -0.045 -0.368
C 2.5954 -0.8905 -9.4659 0.198 0.142 -0.188 -0.366
C 4.0525 -0.6667 -9.8087 0.078 -0.029 0.166 -0.985
C 2.9184 0.1083 -6.7684 -0.390 0.177 -0.044 -0.979
H 2.0536 0.0460 -9.3267 0.027 0.008 0.079 0.331
H 2.1024 -1.4180 -10.2798 -0.045 -0.109 0.089 0.314
H 4.5802 -0.1483 -9.0079 -0.025 0.073 -0.026 0.282
H 4.1417 -0.0739 -10.7186 -0.019 -0.005 -0.012 0.367
H 4.5534 -1.6218 -9.9623 -0.036 -0.015 -0.061 0.302
H 3.9937 0.0888 -6.5977 0.019 -0.003 -0.031 0.303
H 2.4274 0.4553 -5.8624 0.109 -0.112 0.109 0.177
H 2.6894 0.8236 -7.5546 0.162 -0.041 -0.077 0.384
O 0.7724 2.2363 7.7132 0.047 0.148 0.112 -0.556
C 0.4760 3.3769 7.9573 0.087 0.119 -0.212 0.827
O -0.7112 3.6233 8.5336 -0.061 -0.201 0.198 -0.397
C -1.0849 4.9048 9.0556 -0.091 0.250 -0.042 -0.405
C -1.6929 5.7919 7.9900 0.069 -0.069 -0.150 -0.984
C 1.3615 4.5315 7.5536 0.207 0.032 0.373 -1.072
H -0.2407 5.3785 9.5568 0.050 -0.016 -0.054 0.374
H -1.8250 4.6935 9.8248 0.016 -0.136 -0.012 0.325
H -0.9787 6.0153 7.1972 0.036 0.061 0.046 0.268
H -2.0287 6.7330 8.4250 -0.005 -0.005 0.019 0.372
H -2.5461 5.2951 7.5287 -0.042 0.005 0.063 0.298
H 1.1122 4.8294 6.5360 -0.033 0.024 0.002 0.262
H 2.3933 4.1916 7.5780 -0.029 -0.107 -0.136 0.328
H 1.2901 5.3939 8.2114 -0.129 0.060 -0.103 0.331
```
Positions in Å, forces in eV/Å.

Q: Which of these has the lowest gap between HOMO and LUMO?
A: C23H51F6N2O5PS2Si

Q: Among the records above, which one has the highest LUMO energy?
A: C23H51F6N2O5PS2Si

Q: Among the records above, which one has the lowest gap between HOMO and LUMO?
A: C23H51F6N2O5PS2Si

Q: What is the formula in the first record?
A: C23H51F6N2O5PS2Si